[1]
A single C12H23NSi2 molecule in a non-equilibrium geometry, computed with the ωB97M-V functional and the def2-TZVPD basis.

The geometry in XYZ format:
```
38
Properties=species:S:1:pos:R:3:lowdin_charge:R:1
C -2.48061 -1.68126 0.64136 -0.16
Si -0.71489 -1.70083 -0.04695 0.50
C 0.29273 -2.99355 0.92867 -0.17
C -0.68120 -2.33243 -1.80976 -0.17
N 0.14388 -0.11259 0.21369 -0.16
C -0.56310 0.93328 0.79482 -0.41
C -1.15866 1.93509 0.03245 -0.06
C -1.79328 3.00736 0.62807 -0.10
C -2.01174 3.05197 1.97671 -0.09
C -1.49464 1.99997 2.75979 -0.07
C -0.70592 1.02072 2.19739 -0.03
Si 1.55548 0.37095 -0.81076 0.50
C 2.93038 -0.93510 -0.81079 -0.17
C 1.23734 0.57910 -2.64467 -0.18
C 2.18778 2.03770 0.01781 -0.15
H -2.83365 -2.69828 0.62327 0.02
H -2.63809 -1.26250 1.64543 0.04
H -3.05947 -1.08041 -0.05068 0.03
H 1.06793 -3.43883 0.32614 0.01
H 0.73165 -2.62353 1.82730 0.01
H -0.35457 -3.85441 1.19010 0.03
H -1.45249 -3.09211 -1.96332 0.04
H -0.85493 -1.56476 -2.56495 0.02
H 0.29307 -2.78313 -1.96945 0.02
H -1.02882 1.90197 -1.03647 0.10
H -2.14307 3.81378 -0.00687 0.11
H -2.51390 3.89722 2.40039 0.09
H -1.52293 2.04487 3.82371 0.09
H -0.26643 0.28636 2.81969 0.10
H 3.09291 -1.28837 0.19334 0.02
H 3.83580 -0.61062 -1.33433 0.04
H 2.53026 -1.73890 -1.43329 0.01
H 0.48105 1.33535 -2.88115 0.03
H 2.14215 0.86246 -3.18764 0.04
H 0.91427 -0.40564 -3.02061 0.01
H 1.38153 2.77053 -0.08911 0.01
H 3.08679 2.42968 -0.48174 0.03
H 2.36738 1.91891 1.10240 0.03
```

Computed properties:
Total charge ... 0
Highest occupied orbital energy ... -8.50 eV
E_LUMO ... 0.787 eV
SMILES ... C[Si](C)(C)N(c1ccccc1)[Si](C)(C)C
Orbital gap ... 9.29 eV


[2]
2 unconnected molecules or ions with the total composition C5H13NO in a non-equilibrium geometry, computed with the ωB97M-V functional and the def2-TZVPD basis.

The geometry in XYZ format:
```
20
Properties=species:S:1:pos:R:3:lowdin_charge:R:1
C 0.52238 2.22545 1.06399 -0.01
C -0.33664 1.34818 0.55028 -0.19
C -0.38957 -0.10784 0.98677 -0.23
C -0.17019 -1.14793 0.00890 -0.51
C -1.09158 -1.01223 -1.19493 -0.07
N -0.16049 -2.50099 0.66943 0.00
H 0.51497 3.27812 0.76470 0.07
H 1.34002 1.83374 1.60782 0.06
H -0.96995 1.76695 -0.28703 0.12
H -1.35190 -0.16401 1.56575 0.14
H 0.42667 -0.23200 1.67768 0.11
H 0.87193 -0.91112 -0.40820 0.15
H -1.10238 -1.83760 -1.92719 0.08
H -0.98739 -0.06674 -1.69955 0.07
H -2.06100 -1.15643 -0.78212 0.07
H -0.80363 -3.06008 -0.06169 0.11
H -0.55095 -2.66548 1.65629 0.09
O 2.47333 1.39223 -1.20339 -0.05
H 2.24655 1.46147 -2.12019 0.02
H 1.57981 1.55629 -0.86732 -0.02
```

Computed properties:
Total charge ... 0
Highest occupied orbital energy ... -9.27 eV
E_LUMO ... 0.884 eV
SMILES ... C=CC[C@H](C)N.O
Relative energy (zero: lowest compared OMol25 entry of this formula, charge and spin) ... 56.3 kcal per mole
Orbital gap ... 10.15 eV


[3]
A molecular structure, C22H21AsF8MoN3O8S2 in a non-equilibrium geometry, computed with the ωB97M-V functional and the def2-TZVPD basis.

The geometry in XYZ format:
```
66
Properties=species:S:1:pos:R:3:lowdin_charge:R:1
Mo 8.90216 11.38259 14.13274 1.79
O 7.47351 8.39033 17.36090 -0.25
As 8.46829 8.73510 15.95113 1.00
O 10.14200 8.67723 16.16974 -0.46
O 7.66255 10.18105 15.34520 -0.55
C 7.61356 7.56458 14.58239 -0.22
C 7.06315 6.36735 15.03417 -0.09
C 6.23908 5.61103 14.22289 -0.08
C 5.94148 6.08747 12.95904 -0.07
C 6.46617 7.30523 12.47332 -0.04
C 7.36627 8.01151 13.28787 -0.27
S 8.30278 9.25528 12.43191 0.53
O 9.62905 9.41506 13.18522 -0.42
O 8.42180 8.80384 11.07259 -0.27
O 7.63269 10.57988 12.51579 -0.45
H 7.15849 9.31690 17.54416 0.06
H 7.30946 6.03793 16.04114 0.11
H 5.86647 4.63941 14.54496 0.11
H 5.34705 5.51566 12.24976 0.10
H 6.28788 7.65369 11.44658 0.12
F 6.53814 13.28265 13.77425 -0.04
C 7.61804 13.14719 14.63572 -0.42
F 7.08263 12.99389 15.89488 0.02
C 8.29492 14.58855 14.71834 -0.51
F 9.10023 14.61391 15.81799 0.12
F 8.97318 14.80808 13.55577 0.08
F 7.30939 15.55124 14.78211 0.11
C 10.67161 12.52772 7.00942 -0.10
C 9.69656 11.84673 7.95602 -0.25
N 9.08127 12.86466 8.79710 0.00
C 8.00368 12.59545 9.61264 -0.87
S 7.58599 13.45039 10.94934 0.74
N 7.17927 11.55019 9.19531 -0.05
C 6.20467 11.99322 8.19269 -0.28
C 5.24545 10.86680 7.85293 -0.10
H 10.83738 11.81569 6.17950 0.07
H 11.63690 12.77862 7.47895 0.08
H 10.24830 13.43501 6.52456 0.08
H 10.19785 11.12063 8.60015 0.11
H 8.91924 11.29509 7.37859 0.11
H 9.67961 13.58884 9.18050 0.12
H 6.73922 11.15296 10.00557 0.08
H 6.77836 12.29964 7.32636 0.10
H 5.62762 12.90013 8.46954 0.11
H 5.79881 9.95161 7.58400 0.08
H 4.54057 11.07231 7.05200 0.07
H 4.68808 10.64524 8.75424 0.07
F 10.23295 11.25219 11.36800 -0.01
C 10.53402 11.86670 12.56260 -0.56
F 11.76444 11.30105 12.95169 0.00
F 10.81395 13.14325 12.22664 0.03
O 11.75581 13.37004 14.80476 0.09
C 11.36475 12.68550 15.72686 -0.44
N 10.13516 12.07919 15.82369 0.02
C 10.06182 11.52003 17.06828 -0.42
O 9.05329 10.92868 17.51182 -0.02
C 11.28225 11.78056 17.86545 -0.08
C 11.68238 11.36947 19.12004 0.00
C 12.83832 11.96037 19.60791 -0.09
C 13.67580 12.77990 18.80990 -0.08
C 13.35606 12.96498 17.45146 0.00
C 12.08563 12.54710 17.02353 -0.06
H 11.10777 10.71481 19.76632 0.12
H 13.14597 11.88696 20.67519 0.11
H 14.65285 13.11959 19.18768 0.10
H 14.06085 13.47311 16.81132 0.11
```

Computed properties:
Total charge ... -1
Highest occupied orbital energy (spin up / spin down) ... -5.52 / -5.53 eV
E_LUMO (spin up / spin down) ... 0.479 / 1.386 eV
2S+1 ... 3
Relative energy (zero: lowest compared OMol25 entry of this formula, charge and spin) ... 28.3 kcal per mole
Orbital gap (spin up / spin down) ... 6.00 / 6.91 eV


Which of these has the lowest total charge?
C22H21AsF8MoN3O8S2


What is the total charge in the third record?
-1


What is the total charge in the third record?
-1


What is the total charge in the second record?
0